Here is a molecular structure, C27H69BN7NbO11P at a distorted geometry from OMol25. Energies are from ωB97M-V/def2-TZVPD.

Output
* F_max: 1.4 eV/A
* HOMO level: -4.27 eV
* charge: -1
* HOMO-LUMO gap: 0.2183 hartree
* E_LUMO: 1.7 eV
* multiplicity: 1

Structure (XYZ):
```
117
Properties=species:S:1:pos:R:3:forces:R:3
Nb -4.559 -4.854 0.538 -0.8 1.1 0.2
P -0.078 -5.178 -1.902 0.1 0.3 0.2
O -4.094 -1.532 -0.312 -0.2 0.3 0.7
O 0.343 2.933 -3.763 0.0 0.1 0.1
O -1.731 -1.314 -0.058 -0.2 0.0 -0.4
O -4.497 1.777 -0.545 0.0 0.0 0.0
O 0.624 -4.802 -3.145 -0.2 0.0 0.3
O -0.110 -4.033 -0.774 0.1 -0.1 0.0
O 7.767 -1.018 0.065 0.0 0.0 0.0
O 2.831 -1.266 3.112 0.1 0.1 0.1
O 0.683 -6.385 -1.183 0.1 -0.3 -0.3
O 3.725 6.485 -0.016 0.1 0.0 0.0
O -1.155 7.606 -1.341 0.0 0.0 0.0
N 5.589 -1.117 -0.567 0.0 0.1 0.0
N 3.642 -2.737 4.641 -0.1 0.1 0.0
N -3.293 7.237 -1.997 0.1 0.0 0.0
N 1.125 3.528 -1.710 -0.1 0.1 -0.1
N -3.240 2.182 -2.390 0.0 0.0 0.1
N -6.416 -3.105 2.070 0.4 0.4 -0.2
N 4.471 7.053 2.044 -0.1 0.0 -0.1
C -6.565 -4.037 0.940 -0.1 -1.0 -0.3
C 4.618 6.533 0.807 -0.1 0.1 0.1
C 5.159 -0.359 0.596 -0.1 -0.1 0.0
C 0.789 -6.652 0.218 0.2 0.2 0.0
C -2.360 1.071 -2.062 0.1 -0.1 -0.2
C -1.789 -5.634 -2.105 -0.1 -0.1 -0.3
C 2.238 3.577 -0.781 0.0 -0.1 0.0
C 4.612 -3.752 4.974 0.1 -0.1 0.0
C 3.632 -2.117 3.442 -0.1 -0.1 -0.2
C -3.816 7.840 -0.786 -0.1 0.0 0.0
C -0.168 4.038 -1.288 0.0 -0.1 0.0
C -4.131 -4.631 -1.688 0.5 -0.5 -0.1
C -4.256 2.430 -1.546 0.0 -0.1 -0.1
C 5.551 7.092 3.000 0.1 0.0 0.0
C -2.993 2.966 -3.580 0.1 0.1 0.1
C 3.167 7.583 2.406 0.0 0.0 0.1
C 1.242 3.002 -2.939 0.0 -0.1 0.0
C -2.939 -3.353 1.040 0.7 -0.4 0.1
C -1.951 7.179 -2.152 -0.1 0.0 0.0
C 2.626 -2.362 5.608 0.0 -0.1 0.1
C 4.596 -1.571 -1.516 0.0 -0.1 -0.1
C 1.081 -3.246 -0.570 0.1 -0.2 -0.3
C 1.030 -2.569 0.787 -0.1 0.0 0.2
C -2.751 -4.450 -2.330 -0.1 0.2 -0.3
C -0.477 -7.184 0.846 -0.4 -0.1 0.1
C 6.903 -1.377 -0.715 0.0 0.0 0.0
C -4.205 6.714 -2.986 0.0 -0.1 -0.1
B -2.916 -2.059 0.208 -0.1 0.2 -0.2
H -0.081 4.429 -0.277 0.0 0.0 0.0
H -4.903 7.800 -0.821 0.0 0.0 0.0
H 5.092 -2.123 -2.314 0.0 0.0 0.0
H 3.865 -2.232 -1.046 0.0 0.0 0.0
H -4.873 3.295 -1.850 0.0 0.0 0.0
H 1.602 -7.380 0.291 -0.1 0.0 0.0
H -5.677 -3.398 2.703 -0.1 -0.1 0.0
H -1.868 1.223 -1.101 0.0 0.0 0.0
H -0.912 3.241 -1.302 0.0 0.0 0.0
H -3.059 2.359 -4.484 0.0 -0.1 0.0
H 4.076 -0.264 0.569 0.0 0.0 0.1
H -4.831 5.919 -2.573 0.0 0.0 0.0
H 1.626 -2.543 5.213 0.0 0.0 0.0
H 3.219 7.959 3.426 0.0 0.0 0.0
H -0.238 -7.773 1.737 0.0 0.1 0.0
H -1.021 -7.842 0.161 0.2 0.0 0.0
H 5.443 -0.873 1.513 0.0 0.0 0.0
H -6.708 -3.465 0.004 0.0 0.0 0.1
H 2.477 4.600 -0.496 0.0 0.0 -0.1
H 2.771 -2.955 6.509 0.0 0.0 0.0
H -4.111 -0.561 -0.367 0.2 -0.2 -0.3
H 1.139 -2.543 -1.408 0.0 0.1 0.2
H 0.004 -2.557 1.164 0.1 0.1 -0.2
H -1.648 6.697 -3.098 0.0 0.0 0.0
H -3.548 -6.330 0.773 -0.5 0.3 -0.1
H 4.057 -0.733 -1.962 0.0 0.0 0.0
H 4.131 -4.708 5.195 0.0 0.0 0.0
H 2.695 -1.303 5.856 0.0 0.0 0.0
H -3.739 3.760 -3.634 0.0 0.0 0.0
H 5.790 8.117 3.293 0.0 0.0 0.0
H 4.419 -2.478 2.757 0.1 0.0 0.1
H -1.611 0.970 -2.845 0.0 0.0 0.0
H 5.214 -3.463 5.839 0.0 0.0 0.0
H 2.874 8.391 1.735 0.0 0.0 0.0
H -1.713 -6.229 -3.027 -0.2 -0.1 0.2
H 6.439 6.650 2.548 0.0 0.0 0.0
H 1.119 -5.730 0.711 -0.1 -0.1 0.1
H -4.721 -3.736 -1.956 -0.1 -0.1 0.2
H 1.366 -1.532 0.734 0.0 -0.1 0.0
H 5.618 0.630 0.617 0.0 0.0 -0.1
H 5.309 6.526 3.902 0.0 0.0 0.0
H -1.179 -6.403 1.146 0.1 0.0 -0.1
H 2.007 2.998 0.117 0.0 0.0 0.0
H -4.861 7.494 -3.380 0.0 0.0 0.0
H -2.294 -3.516 -1.974 -0.1 -0.1 0.1
H -3.466 7.308 0.099 0.0 0.0 0.0
H 7.128 -1.958 -1.625 0.0 0.0 0.0
H 5.281 -3.895 4.125 0.0 0.0 0.0
H 1.953 -3.907 -0.658 0.0 0.1 0.0
H -3.495 8.878 -0.695 0.0 0.0 0.0
H 1.644 -3.085 1.528 0.0 0.0 -0.1
H -5.592 -6.363 0.269 0.2 0.0 0.0
H 3.114 3.137 -1.258 0.0 0.0 0.0
H -4.627 -5.495 -2.160 0.0 0.1 0.0
H -3.010 -3.093 2.108 -0.2 0.0 -0.1
H 5.634 6.151 0.613 0.0 0.0 0.0
H -3.629 6.300 -3.814 0.0 0.0 0.0
H -1.992 3.398 -3.536 0.0 0.0 -0.1
H -7.428 -4.690 1.058 0.0 0.2 0.1
H -6.166 -2.181 1.733 0.0 -0.1 0.1
H -4.657 -5.303 2.350 0.3 -0.2 -0.2
H -2.930 0.148 -1.980 0.0 0.0 -0.1
H -2.849 -4.315 -3.417 0.1 0.1 0.1
H -1.245 -1.674 -0.813 -0.1 0.0 0.3
H -1.961 -3.848 0.926 -0.1 0.1 0.2
H 2.400 6.812 2.344 0.0 0.0 0.0
H -0.515 4.834 -1.945 0.1 0.0 0.0
H -2.154 -6.285 -1.305 0.2 0.2 0.1
H 2.252 2.607 -3.144 0.0 0.1 0.0
```
Forces are in eV/Å.